# 1
This record from the OMol25 dataset describes a cluster of 10 separate species, C38H57Cl19FIO4 in total. The level of theory is wB97M-V/def2-TZVPD.

The geometry in XYZ format:
```
120
Properties=species:S:1:pos:R:3:forces:R:3:mulliken_charge:R:1
C -2.88712 -2.83260 -2.94595 1.2 0.2 0.3 -0.60
C -1.57666 -2.03498 -3.13507 -0.2 0.4 0.6 -0.45
C -1.14648 -1.17660 -1.92018 0.1 -0.5 -0.2 -0.62
I -0.21908 0.65649 -2.54123 -0.1 0.0 0.1 0.08
C -0.34111 -1.95377 -0.90397 -0.2 1.0 -0.8 0.91
C -0.93053 -2.87253 -0.16713 0.0 -0.4 0.8 -0.49
C -0.13927 -3.58813 0.85503 0.2 -0.6 0.1 -0.45
O -0.32483 -4.76203 1.10758 -0.1 0.4 0.0 -0.62
C 0.93021 -2.75221 1.50956 -1.4 -1.5 0.1 0.00
C 1.54745 -1.83883 0.73523 -0.7 0.2 -2.3 0.77
C 2.52142 -1.04183 1.19264 0.7 0.8 -1.0 -0.98
C 2.87940 -1.13100 2.49191 1.8 1.4 0.6 0.87
C 3.93210 -0.20269 2.99806 0.1 0.3 0.1 -1.55
C 3.49449 1.24571 3.03604 0.6 0.0 0.1 -0.02
F 3.04821 1.55914 4.31360 -0.5 0.0 0.4 -0.38
C 2.24704 -2.03133 3.27221 0.1 -0.4 1.9 0.85
Cl 2.66725 -2.11197 4.96434 0.1 0.0 0.3 -0.24
C 1.26730 -2.86965 2.82720 -0.3 -1.2 0.4 -0.09
C 0.58800 -3.81550 3.74628 -0.2 -0.2 0.6 -1.77
C -0.58849 -3.15172 4.49269 0.4 0.2 -0.8 -0.85
C -1.30057 -2.06483 3.68464 -1.1 0.2 0.8 0.15
C -0.90880 -0.69946 4.21945 1.1 -0.5 -0.3 -0.77
O -1.19027 0.36953 3.30808 0.4 -0.2 -0.2 -0.27
C -2.44309 0.76339 3.28210 -1.4 0.4 0.5 0.02
O -3.30120 0.45088 4.07214 0.3 -0.2 -0.2 -0.55
C 1.11324 -1.72288 -0.67567 0.5 -0.2 -0.7 -0.42
O 1.89906 -1.49688 -1.57180 -0.3 0.0 0.2 -0.64
H -2.63275 -3.88272 -2.90965 -0.3 -0.4 -0.1 0.17
H -3.38898 -2.58802 -2.02443 -0.1 0.2 0.4 -0.01
H -3.57048 -2.60928 -3.74229 -0.2 -0.2 -0.4 0.26
H -0.76849 -2.72319 -3.32289 0.3 -0.1 -0.5 0.21
H -1.71296 -1.34296 -3.94846 0.2 0.0 -0.5 0.48
H -2.03887 -0.85872 -1.40799 -0.3 0.3 0.2 0.56
H -1.97487 -3.11050 -0.23351 -0.3 -0.2 -0.2 0.62
H 2.97621 -0.35893 0.49935 0.3 0.3 -0.1 0.72
H 4.23969 -0.44786 3.99927 0.1 -0.1 0.4 0.46
H 4.83299 -0.26100 2.40024 0.1 -0.1 -0.4 0.54
H 4.36054 1.86761 2.86849 0.2 0.4 -0.2 0.18
H 2.70821 1.48522 2.33353 -0.2 0.1 -0.2 0.41
H 1.31312 -4.15392 4.47017 0.2 -0.1 0.3 0.64
H 0.25809 -4.70755 3.25228 -0.2 -0.1 -0.5 0.43
H -0.19089 -2.69296 5.39000 -0.1 0.0 0.4 0.44
H -1.30426 -3.91417 4.74483 -0.2 -0.3 0.4 0.42
H -2.36464 -2.16862 3.85389 -0.4 -0.1 -0.1 0.49
H -1.16908 -2.12772 2.61564 0.3 0.1 -0.3 -0.18
H 0.16797 -0.70826 4.34391 0.3 0.4 -0.1 0.39
H -1.31959 -0.53105 5.20111 -0.5 0.2 0.2 0.35
H -2.66673 1.45290 2.46768 0.4 0.1 -0.3 0.49
Cl 7.10300 1.95305 4.00922 0.0 0.0 0.0 -0.20
C 6.79245 3.02045 5.41253 0.0 -0.1 0.0 -0.17
C 5.33816 3.37849 5.53828 -0.1 -0.1 0.2 -0.33
Cl 4.78809 4.44805 4.21730 0.1 0.0 0.0 -0.22
H 7.41661 3.90348 5.30498 0.0 0.0 -0.1 0.30
H 7.11045 2.48359 6.30484 -0.1 0.0 -0.3 0.02
H 5.17275 3.91670 6.46853 0.1 0.1 0.0 0.36
H 4.70589 2.49592 5.53485 0.0 0.0 -0.1 0.22
Cl -1.35932 4.45721 -2.05561 0.0 0.0 0.0 -0.16
C -3.03174 4.54060 -2.66143 0.0 0.0 -0.1 -0.45
C -4.02421 3.95648 -1.68883 -0.1 0.1 0.0 -0.54
Cl -3.86080 2.18778 -1.52460 0.0 0.0 0.0 -0.08
H -3.06592 4.03051 -3.62049 0.0 -0.1 0.0 0.30
H -3.25778 5.59325 -2.82264 0.0 0.0 0.1 0.33
H -5.03613 4.14806 -2.04134 0.0 0.0 -0.1 0.31
H -3.91413 4.39508 -0.70085 0.1 0.0 0.0 0.31
Cl 2.28057 6.99417 1.00799 0.0 0.0 0.0 -0.19
C 2.09688 6.45929 2.69907 0.1 0.0 0.0 0.05
C 0.69886 5.98869 2.99871 0.0 -0.1 0.1 -0.41
Cl -0.48444 7.32396 2.97604 0.0 0.0 0.0 -0.21
H 2.38696 7.28386 3.34443 0.0 0.1 0.0 0.36
H 2.79399 5.63913 2.85265 0.0 0.0 0.0 -0.18
H 0.66694 5.55304 3.99561 0.0 0.0 0.0 0.30
H 0.37085 5.23907 2.28372 0.0 0.0 -0.1 0.30
Cl -5.36966 -3.25004 1.31996 0.0 0.0 0.0 -0.16
C -6.52545 -2.25152 2.24840 0.2 0.1 0.1 -0.46
C -7.94189 -2.71072 2.07113 -0.2 -0.1 0.1 -0.48
Cl -8.53278 -2.41366 0.42024 -0.1 0.0 -0.1 -0.16
H -6.40104 -1.22038 1.93610 0.0 0.1 -0.1 0.29
H -6.24160 -2.32814 3.29321 0.0 -0.1 0.1 0.32
H -8.59313 -2.16113 2.74798 0.0 0.1 0.0 0.33
H -8.04716 -3.77210 2.27930 0.0 0.0 -0.1 0.32
Cl 6.72868 6.12539 7.56068 0.0 0.0 0.0 -0.16
C 7.47137 5.68882 9.12145 0.0 0.1 0.1 -0.47
C 8.48420 4.58384 8.98078 0.1 0.0 0.1 -0.45
Cl 7.73159 3.01872 8.56373 0.1 0.1 0.4 -0.19
H 6.67492 5.41372 9.80731 0.0 0.0 0.0 0.31
H 7.95988 6.58415 9.50100 0.0 0.0 0.0 0.33
H 9.00393 4.44038 9.92596 0.0 0.0 0.0 0.35
H 9.22037 4.81408 8.21550 0.0 0.0 -0.1 0.31
Cl -5.58437 -1.63696 -5.86511 0.0 0.0 0.0 -0.18
C -6.98153 -2.38370 -5.04792 -0.1 -0.1 -0.1 -0.50
C -7.21242 -1.82928 -3.66719 -0.1 0.1 0.1 -0.54
Cl -5.92044 -2.27680 -2.52800 -0.4 0.1 0.0 -0.06
H -6.81152 -3.45714 -5.02512 0.1 0.0 0.1 0.29
H -7.85535 -2.18659 -5.66656 0.0 0.1 0.0 0.39
H -8.14448 -2.22761 -3.26870 0.0 -0.1 0.0 0.30
H -7.27987 -0.74462 -3.67699 0.1 0.0 0.0 0.31
Cl 0.94055 1.18752 -6.10086 0.0 0.1 -0.2 -0.19
C 2.54987 0.43404 -6.23130 0.1 -0.1 0.0 -0.34
C 3.39323 0.68422 -5.00881 0.0 -0.1 0.1 -0.10
Cl 3.87155 2.39684 -4.85937 0.0 0.0 0.0 -0.21
H 3.02231 0.81274 -7.13199 0.0 0.1 0.1 0.17
H 2.38954 -0.63596 -6.35259 0.0 0.0 0.1 0.34
H 4.31082 0.10239 -5.07330 0.0 0.0 -0.1 0.33
H 2.86881 0.40136 -4.09885 0.0 0.1 0.0 -0.01
Cl -0.32112 -0.67591 -9.79804 0.0 0.0 0.0 -0.18
C 0.17963 0.95165 -10.32103 -0.1 0.1 0.0 -0.44
C 1.54187 0.94642 -10.96412 0.0 0.1 -0.1 -0.45
Cl 2.82939 0.59093 -9.78562 0.1 -0.1 -0.1 -0.16
H 0.15271 1.60583 -9.45307 0.0 -0.1 0.1 0.29
H -0.56177 1.29783 -11.03901 0.0 0.0 0.0 0.33
H 1.75645 1.92788 -11.38285 0.0 0.0 0.1 0.29
H 1.60507 0.21224 -11.76249 0.0 -0.1 0.1 0.34
Cl -0.69074 -5.30857 -4.81018 0.0 0.0 0.0 -0.16
C -2.01588 -6.48697 -4.97773 0.0 -0.1 0.1 -0.52
C -2.75656 -6.32693 -6.27881 -0.1 -0.1 -0.1 -0.49
Cl -3.70250 -4.81668 -6.35041 0.0 0.0 0.0 -0.12
H -2.68005 -6.37195 -4.12492 0.0 0.1 0.0 0.31
H -1.56551 -7.47692 -4.93336 0.0 0.0 0.0 0.38
H -3.46376 -7.14579 -6.39864 0.0 0.0 0.1 0.29
H -2.07526 -6.33450 -7.12522 0.0 0.1 0.0 0.33
```
Forces are in eV/Å.

The SMILES is CC[C@H](I)C1=CC(=O)c2c(cc(CCF)c(Cl)c2CCCCOC=O)C1=O.ClCCCl.ClCCCl.ClCCCl.ClCCCl.ClCCCl.ClCCCl.ClCCCl.ClCCCl.ClCCCl. As for the orbital gap: 8.046 eV. The value obtained for the highest occupied orbital energy is -8.7 eV. For the molecular weight, the calculation gives 1397.38 g mol⁻¹. The value obtained for the total energy is -10924.341149 Ha. The value obtained for the strongest force on any atom is 2.4 eV/A.

=====

# 2
This record from the OMol25 dataset describes a cluster of 2 separate species, C4H14N3 in total. The level of theory is wB97M-V/def2-TZVPD.

The geometry in XYZ format:
```
21
Properties=species:S:1:pos:R:3:forces:R:3:nbo_charge:R:1
C -2.18015 1.12054 0.95987 -0.2 0.6 -0.6 -0.63
C -1.79743 1.56949 2.36783 -0.4 0.4 0.5 -0.63
H -1.80851 1.87468 0.26947 0.3 -0.2 -0.4 0.21
H -1.91865 0.11807 0.60809 0.4 0.1 0.3 0.18
H -3.25036 1.19406 0.79445 -0.3 -0.2 0.3 0.22
H -1.20269 2.48641 2.38905 0.2 -0.2 -0.3 0.21
H -1.28334 0.84504 2.99568 -0.1 -0.2 -0.1 0.21
H -2.71437 1.89051 2.86519 0.1 -0.3 0.3 0.23
C 2.09144 0.29807 0.53487 1.3 1.2 0.0 -0.44
C 0.54044 -0.78539 -1.07435 1.0 0.2 0.7 0.68
N 1.30811 0.21838 -0.67872 -0.5 -0.3 -0.6 -0.54
N 0.33767 -1.82825 -0.26709 -0.8 -0.8 -0.6 -0.77
N 0.06162 -0.83203 -2.32042 -0.6 -0.8 0.1 -0.76
H 1.62138 0.83452 -1.41497 -0.2 0.2 0.1 0.42
H 0.42049 -1.89567 0.74268 0.3 0.5 -0.5 0.45
H -0.17711 -2.57257 -0.71561 0.0 -0.2 0.5 0.41
H 0.03861 -0.05766 -2.95102 0.3 0.5 0.0 0.43
H -0.60426 -1.55989 -2.54256 0.1 0.2 0.0 0.42
H 2.22002 1.38291 0.64747 0.0 -0.4 0.5 0.24
H 3.10190 -0.10270 0.38816 -0.3 -0.2 -0.1 0.23
H 1.69944 -0.10675 1.46033 -0.6 -0.1 -0.3 0.23
```
Forces are in eV/Å.

As for the orbital gap: 11.246 eV. Its total charge is +1. The value obtained for the highest occupied orbital energy is -14.4 eV. For the relative energy (zero: lowest compared OMol25 entry of this formula, charge and spin), the calculation gives 12.43 kcal/mol. For the molecular weight, the calculation gives 104.18 g mol⁻¹. The value obtained for the total energy is -324.845044 Ha. The value obtained for the strongest force on any atom is 1.8 eV/A.

=====

# 3
This record from the OMol25 dataset describes the molecule C5H8N2. The level of theory is wB97M-V/def2-TZVPD.

The geometry in XYZ format:
```
15
Properties=species:S:1:pos:R:3:forces:R:3:nbo_charge:R:1
C 1.53384 -0.81501 0.15750 -0.1 1.2 -1.0 0.25
C -1.78030 -1.11516 0.32866 -1.7 -1.9 -0.4 -0.41
C -0.45468 0.72035 -0.22210 -0.4 0.1 0.8 -0.24
C 1.08048 0.56017 -0.08017 -1.8 -1.2 1.4 -0.14
C 1.99450 1.50314 0.03504 2.5 -0.1 -0.7 -0.32
N 1.97929 -1.86833 0.12550 0.1 -0.8 0.4 -0.31
N -1.22019 -0.41522 -0.79680 0.9 1.0 0.0 -0.65
H -2.51666 -1.99761 -0.00121 1.5 2.2 0.9 0.21
H -2.19325 -0.33441 0.98036 -1.3 -0.4 -0.5 0.19
H -0.99632 0.93627 0.83175 1.7 -0.1 -2.4 0.21
H -0.58280 1.58025 -0.86005 -0.2 0.5 -0.1 0.21
H -1.06633 -1.47243 1.04555 0.9 -1.1 0.1 0.17
H 3.04446 1.08013 0.11490 -1.2 1.0 0.2 0.22
H 1.91329 2.58945 -0.11631 -0.4 -0.7 0.2 0.22
H -0.73534 -0.95159 -1.54260 -0.4 0.4 1.2 0.38
```
Forces are in eV/Å.

The SMILES is C=C(C#N)CNC. As for the orbital gap: 9.533 eV. The value obtained for the highest occupied orbital energy is -9.0 eV. For the relative energy (zero: lowest compared OMol25 entry of this formula, charge and spin), the calculation gives 58.06 kcal/mol. For the molecular weight, the calculation gives 96.13 g mol⁻¹. The value obtained for the total energy is -304.742972 Ha. The value obtained for the strongest force on any atom is 3.0 eV/A.